Molecular formula: C24H24N3O2S2Zn
Method: DFT, ωB97M-V/def2-TZVPD

Values from the calculation:
* HOMO-LUMO gap: 5.40 eV
* net charge: -1

Last column: Löwdin charge in e.
Element x y z (Å)
Zn1 0.0054 0.2529 -0.1854  0.2217
C1 0.7341 0.4300 4.3443  -0.0244
C2 1.0797 0.4469 2.8637  -0.3906
O1 0.1322 0.3452 2.0849  -0.0431
C3 2.4655 0.5811 2.4510  -0.1004
C4 3.4716 0.6490 3.4415  -0.0747
C5 4.8027 0.7771 3.1474  -0.1314
C6 5.1766 0.8484 1.7880  -0.1149
C7 4.2451 0.7912 0.7960  -0.0219
C8 2.8349 0.6547 1.0616  -0.3580
O2 2.0400 0.6222 0.0794  -0.1143
H1 -0.3471 0.3556 4.4272  0.0801
H2 1.0807 1.3353 4.8458  0.0790
H3 1.1958 -0.4209 4.8479  0.0809
H4 3.1787 0.5949 4.4824  0.0913
H5 5.5449 0.8224 3.9331  0.0810
H6 6.2253 0.9498 1.5268  0.0917
H7 4.5242 0.8453 -0.2490  0.1066
C9 -2.1612 -0.1300 -4.2385  -0.1780
C10 -1.7480 -0.1034 -2.7773  -0.7962
S1 0.0091 -0.0485 -2.5385  0.5153
C11 -2.6628 -0.1334 -1.7901  -0.8136
C12 -4.1428 -0.1889 -2.0799  -0.1748
S2 -2.3172 -0.1367 -0.0511  0.4927
H8 -1.2799 -0.0716 -4.8747  0.0317
H9 -2.8136 0.7092 -4.5010  0.0637
H10 -2.6953 -1.0499 -4.4986  0.0653
H11 -4.3714 -0.2114 -3.1455  0.0460
H12 -4.6518 0.6730 -1.6381  0.0586
H13 -4.5861 -1.0766 -1.6177  0.0558
N1 -0.7926 6.7089 -0.4060  0.0891
C13 -0.5848 5.3348 -0.3298  -0.3336
C14 -0.3740 4.7055 0.8955  -0.0235
C15 -0.2042 3.3342 0.9180  -0.1154
N2 -0.2243 2.5693 -0.1690  0.0308
C16 -0.4401 3.1692 -1.3393  -0.1230
C17 -0.6247 4.5339 -1.4669  -0.0172
H14 -0.4182 7.2456 0.3588  0.0820
H15 -0.6097 7.1227 -1.3052  0.0827
H16 -0.3461 5.2735 1.8175  0.1024
H17 -0.0493 2.8168 1.8572  0.1046
H18 -0.4519 2.5047 -2.1984  0.0573
H19 -0.7980 4.9655 -2.4455  0.1051
N3 0.4773 -2.0111 0.2045  0.2072
C18 0.1840 -3.0962 -0.0171  -0.1116
C19 -0.3047 -4.4073 -0.3597  -0.2040
C20 0.4875 -5.2866 -1.0899  -0.0279
C21 -0.0156 -6.5342 -1.4236  -0.0850
C22 -1.2982 -6.8935 -1.0318  -0.0929
C23 -2.0862 -6.0082 -0.3087  -0.0779
C24 -1.5936 -4.7580 0.0311  -0.0156
H20 1.4794 -4.9845 -1.3963  0.1197
H21 0.5933 -7.2221 -1.9952  0.0999
H22 -1.6890 -7.8676 -1.2982  0.0979
H23 -3.0898 -6.2849 -0.0141  0.1021
H24 -2.1956 -4.0433 0.5764  0.1217

Cartesian forces, eV/Å:
Zn -0.02 0.31 -0.17
C 0.02 -0.01 0.04
C 0.03 -0.09 -0.10
O -0.04 0.12 -0.03
C -0.02 0.01 0.13
C 0.01 0.00 0.01
C -0.04 0.00 -0.06
C 0.05 0.00 0.02
C -0.05 0.00 -0.01
C 0.03 0.00 -0.05
O -0.13 -0.05 0.02
H 0.00 0.00 0.01
H -0.01 0.01 -0.01
H -0.01 -0.01 -0.01
H 0.00 -0.01 0.00
H 0.01 0.00 0.00
H 0.00 0.00 0.00
H 0.01 0.00 0.00
C -0.02 -0.01 -0.05
C 0.12 -0.01 0.01
S -0.06 -0.01 0.04
C -0.01 0.00 0.10
C -0.05 -0.01 -0.01
S 0.01 -0.07 -0.03
H 0.01 0.00 0.02
H 0.00 0.00 0.01
H 0.00 0.00 0.01
H 0.01 0.00 0.00
H 0.02 0.01 0.00
H 0.01 0.00 0.00
N -0.06 -0.03 0.01
C 0.02 0.06 0.01
C -0.01 -0.01 -0.02
C 0.00 -0.02 0.04
N 0.03 0.01 -0.01
C -0.02 -0.04 0.03
C -0.01 -0.03 -0.03
H 0.02 -0.01 -0.02
H 0.02 0.00 0.01
H 0.00 0.01 0.00
H 0.01 -0.01 -0.01
H 0.01 0.02 -0.01
H 0.00 0.01 0.00
N 0.27 -0.23 0.23
C -0.20 -0.10 -0.22
C 0.09 0.25 0.11
C -0.02 -0.08 -0.01
C 0.01 0.06 0.02
C -0.02 -0.05 -0.01
C 0.04 0.06 0.01
C -0.07 -0.08 -0.02
H 0.00 0.01 0.00
H -0.01 -0.01 0.00
H 0.00 0.00 0.00
H 0.00 -0.01 -0.01
H 0.01 0.03 -0.02

---

Molecular formula: C27H28BiN2Si
Method: DFT, ωB97M-V/def2-TZVPD

Values from the calculation:
* HOMO-LUMO gap (spin up / spin down): 5.33 / 4.81 eV
* net charge: +1

Last column: Löwdin charge in e.
Element x y z (Å)
C1 0.7767 1.7970 -0.3964  -0.1703
C2 -0.2364 2.1652 -1.2960  -0.1416
C3 -1.4936 1.9209 -0.7135  -0.1556
H1 -0.0756 2.6185 -2.2757  0.1086
C4 -1.2844 1.3734 0.5921  -0.3105
C5 0.1647 1.2674 0.8008  -0.3295
H2 0.6350 1.1588 1.7837  0.1059
H3 1.8548 1.9532 -0.5181  0.1033
H4 -2.4534 2.1904 -1.1414  0.0952
H5 -2.0278 1.2452 1.3731  0.0868
Bi1 -0.6092 -0.9904 -0.0531  1.5718
C6 -1.2772 -2.8709 -4.1495  -0.1594
H6 -2.2621 -2.8597 -3.6641  0.0655
H7 -0.8754 -3.8890 -4.1996  0.0605
H8 -1.3183 -2.5727 -5.1831  0.0437
Si1 -0.2113 -1.2925 -3.8476  0.4646
C7 1.5413 -1.2809 -4.3817  -0.2789
C8 2.0902 -0.0379 -4.0271  -0.1279
H9 1.4276 0.7834 -3.7160  0.0920
C9 3.4683 0.1088 -3.9652  -0.0793
H10 3.8656 1.0643 -3.6264  0.1069
C10 4.3115 -0.9527 -4.2939  -0.0744
H11 5.3845 -0.8109 -4.2580  0.1060
C11 3.7518 -2.1816 -4.6372  -0.0848
H12 4.4143 -3.0094 -4.8511  0.1035
C12 2.3726 -2.3781 -4.6717  -0.0761
H13 1.9340 -3.3568 -4.8816  0.1077
C13 -1.3293 0.0731 -4.4736  -0.2888
C14 -0.8761 1.0219 -5.4083  -0.0895
H14 0.0511 0.8231 -5.9782  0.1116
C15 -1.5918 2.2192 -5.5645  -0.0794
H15 -1.2104 2.9717 -6.2520  0.1050
C16 -2.7748 2.4629 -4.8590  -0.0702
H16 -3.3180 3.3985 -4.9887  0.1075
C17 -3.1942 1.5124 -3.9111  -0.0978
H17 -4.0710 1.7285 -3.3090  0.1025
C18 -2.5125 0.3094 -3.7485  -0.1224
H18 -2.8582 -0.4308 -3.0084  0.0992
H19 -0.1159 -0.6006 -2.4478  -0.0801
H20 -0.2220 -2.5186 -3.0028  0.0258
N1 1.7011 -1.3380 0.9636  -0.0397
C19 1.6328 -1.8345 2.3025  -0.2526
C20 2.7763 -2.2510 2.9588  0.0114
C21 2.6589 -2.7381 4.2827  -0.0445
C22 1.4258 -2.7968 4.9208  -0.0012
C23 0.2364 -2.3494 4.2523  -0.1346
C24 -1.0626 -2.3804 4.8084  0.0334
C25 -2.1364 -1.9384 4.0589  -0.0326
C26 -1.9540 -1.4769 2.7678  -0.1191
N2 -0.7250 -1.4595 2.1846  -0.1309
C27 0.3801 -1.8695 2.9216  -0.1616
H21 1.9224 -0.3407 0.9355  0.0702
H22 2.4428 -1.7701 0.4295  0.1068
H23 3.7533 -2.2033 2.4788  0.1267
H24 3.5483 -3.0826 4.8267  0.1211
H25 1.3118 -3.1853 5.9463  0.1284
H26 -1.1779 -2.7590 5.8257  0.1345
H27 -3.1501 -1.9514 4.4664  0.1246
H28 -2.7821 -1.1188 2.1559  0.1030

Cartesian forces, eV/Å:
C -0.08 0.08 1.05
C 0.01 0.11 0.27
C 0.42 -0.12 0.42
H -0.09 -0.27 0.30
C 0.14 -0.29 -0.52
C -0.03 0.85 -1.04
H -0.19 -0.07 -0.42
H -0.53 -0.19 -0.09
H 0.18 -0.26 0.06
H 0.09 0.13 -0.16
Bi -0.96 0.89 -1.49
C -0.92 -1.15 -1.26
H 0.41 0.22 -0.19
H 0.11 0.31 0.50
H -0.80 -0.04 -1.04
Si -0.18 1.86 0.81
C 0.05 -0.10 0.04
C 0.31 -0.32 0.02
H 0.39 -0.31 -0.22
C 0.11 0.36 0.03
H 0.12 -0.19 -0.19
C -0.63 0.19 0.10
H -0.04 -0.14 -0.01
C 0.15 -0.28 -0.11
H 0.00 -0.06 -0.07
C -0.12 0.85 0.17
H 0.27 0.29 0.01
C -0.04 0.19 -0.48
C -0.30 -0.03 0.43
H -0.63 0.31 0.37
C -0.04 -0.06 -0.32
H -0.15 -0.14 0.04
C 0.71 -0.57 0.48
H 0.15 -0.27 0.04
C -0.25 0.07 -0.46
H -0.02 -0.12 -0.09
C 0.35 0.39 -0.11
H 0.13 0.46 -0.29
H -0.11 -0.25 -0.35
H 0.82 -1.43 2.12
N 0.77 0.11 0.31
C 1.77 0.04 -0.19
C -0.85 -0.09 0.49
C -0.46 -0.30 0.75
C -0.08 0.11 -0.15
C 0.85 -0.11 -0.25
C 0.05 0.08 -0.22
C -0.36 -0.27 1.11
C 2.04 0.03 -1.14
N -0.79 -0.39 2.19
C -1.60 0.08 -0.03
H -0.24 -0.19 0.09
H 0.04 -0.40 -0.08
H -0.29 0.01 0.05
H -0.42 0.20 -0.34
H 0.27 0.24 -0.62
H -0.13 0.13 -0.31
H 0.40 0.01 -0.08
H 0.20 -0.16 0.08

---

Molecular formula: C4H14N3
Method: DFT, ωB97M-V/def2-TZVPD

Values from the calculation:
* HOMO-LUMO gap: 10.08 eV
* SMILES: C[NH2+][C@](C)(N)CN
* net charge: +1

Last column: Löwdin charge in e.
Element x y z (Å)
C1 0.3405 0.6120 -1.4574  -0.0325
C2 1.8045 -1.4077 0.2709  -0.0190
C3 -1.6204 0.5890 0.2637  -0.1242
C4 0.2466 0.5730 0.0067  -0.4730
N1 -2.1400 -0.6335 -0.2949  0.0060
N2 0.8054 1.5029 0.9060  0.1234
N3 0.5055 -0.7923 0.6267  0.0079
H1 -0.5709 0.1971 -1.8035  0.0592
H2 0.3315 1.6679 -1.8852  0.1370
H3 1.1039 0.1275 -2.0025  0.0643
H4 2.6482 -0.9037 0.6981  0.0873
H5 1.9380 -2.5099 0.6507  0.1461
H6 1.8851 -1.2760 -0.8324  0.0951
H7 -2.0545 1.5789 0.0704  0.1237
H8 -1.5523 0.4232 1.3360  0.0863
H9 -2.8410 -0.5805 -1.0863  0.1414
H10 -2.4232 -1.1228 0.4577  0.0294
H11 0.1321 1.5511 1.6497  0.0886
H12 1.1487 2.3123 0.5208  0.0770
H13 -0.2486 -1.4844 0.2774  0.1863
H14 0.5607 -0.4241 1.6276  0.1898

Cartesian forces, eV/Å:
C -0.02 2.51 -1.33
C 0.88 -1.85 -0.64
C 3.35 -0.69 0.28
C -4.18 0.02 0.47
N 0.38 2.73 -3.64
N -0.48 -2.92 0.32
N 0.19 -0.03 0.32
H -0.76 -0.66 -0.65
H 0.06 -1.09 0.94
H 1.26 -0.62 -0.12
H 0.12 0.74 0.38
H -0.84 2.05 -1.01
H 0.11 -0.81 0.88
H 0.26 -0.46 -0.46
H -0.49 0.37 0.37
H 1.19 -0.05 1.63
H -1.96 -2.51 2.33
H 0.21 1.29 0.51
H 0.70 2.32 -0.67
H 0.62 1.51 1.22
H -0.60 -1.85 -1.12

---

Molecular formula: C5H6NP
Method: DFT, ωB97M-V/def2-TZVPD

Values from the calculation:
* HOMO-LUMO gap: 9.25 eV
* SMILES: Cc1ncccp1

Last column: Löwdin charge in e.
Element x y z (Å)
C1 0.1994 1.9542 -0.6244  -0.1653
C2 0.2820 1.8537 0.7505  -0.3866
C3 0.0264 0.8449 -1.4395  -0.1728
C4 -0.0395 -0.6789 0.2610  -0.5331
C5 -0.2682 -2.4265 0.6283  -0.0499
N1 -0.0889 -0.3989 -1.0030  0.0110
P1 0.1744 0.3624 1.6397  0.9653
H1 0.2691 2.9284 -1.0879  0.0952
H2 0.4062 2.7621 1.3327  0.0423
H3 -0.0267 0.9554 -2.5151  0.1040
H4 0.0287 -2.5668 1.6564  0.0177
H5 0.3536 -2.9623 -0.0698  0.0359
H6 -1.3166 -2.6276 0.4712  0.0363

Cartesian forces, eV/Å:
C 0.01 0.06 -0.10
C -0.07 -0.30 0.46
C 0.06 0.36 0.05
C -0.50 -3.98 1.81
C 0.55 4.12 -0.73
N -0.09 -0.29 -0.81
P 0.01 0.27 -0.53
H 0.01 0.07 -0.08
H 0.03 0.01 -0.09
H 0.01 0.14 -0.05
H 0.03 -0.20 0.22
H 0.16 -0.14 -0.14
H -0.22 -0.09 -0.02

---

For the records above, the corresponding energy above the lowest of the compared OMol25 structures with the same formula, charge and spin values read 0.0, 23.1, 288.2, 53.3 kJ/mol.